C12H26BOPd as an isolated structure. Source: the OMol25 dataset; level of theory: wB97M-V/def2-TZVPD.

```
41
C12H26BOPd (wB97M-V/def2-TZVPD)
C 0.39 -4.11 1.65
C 0.52 -2.80 0.87
C 1.53 -1.86 1.53
C 2.00 -0.71 0.60
C 1.14 0.53 0.88
C 1.57 1.77 0.11
C 0.86 3.04 0.65
C -0.60 2.83 1.05
C -1.44 2.45 -0.20
C -2.29 1.27 -0.06
B -2.40 0.42 -1.42
O -3.51 0.54 -2.20
C -1.22 -0.51 -1.88
C -1.40 -0.92 -3.36
H 0.24 -3.87 2.70
H -0.48 -4.66 1.32
H 1.27 -4.73 1.52
H -0.45 -2.30 0.89
H 0.82 -2.98 -0.16
H 1.00 -1.40 2.36
H 2.37 -2.40 1.98
H 1.78 -1.03 -0.41
H 3.05 -0.47 0.75
H 1.21 0.75 1.94
H 0.11 0.25 0.60
H 2.69 1.90 0.26
H 1.40 1.67 -0.96
H 0.85 3.81 -0.11
H 1.41 3.38 1.52
H -0.97 3.79 1.38
H -0.73 2.15 1.89
H -0.77 2.22 -1.04
H -2.03 3.33 -0.49
H -2.00 0.68 0.81
H -4.31 0.31 -1.71
H -0.26 0.00 -1.82
H -1.13 -1.42 -1.29
H -1.13 -0.10 -4.02
H -0.77 -1.77 -3.58
H -2.42 -1.21 -3.58
Pd 4.11 2.17 1.02
```

F_max, eV Å⁻¹: 4.4
Molar mass, g mol⁻¹: 303.57
Frontier orbital gap, eV: 3.30
E_tot, eV: -19058.841
E_LUMO, eV: -7.2
Net charge: +1

Atom charges from the Mulliken analysis, given in e for atoms 1 to 6:
1 C -1.51
2 C 0.11
3 C -0.91
4 C -0.39
5 C -0.26
6 C 0.02

C36H23BF2I3LaN5O as an isolated structure. Source: the OMol25 dataset; level of theory: wB97M-V/def2-TZVPD.

```
72
C36H23BF2I3LaN5O (wB97M-V/def2-TZVPD)
La -0.17 0.14 -0.63
C -0.31 -3.41 4.59
C -1.25 -2.43 4.93
C -1.68 -1.51 3.99
C -1.20 -1.54 2.67
C -0.25 -2.51 2.35
C 0.19 -3.43 3.30
N -1.56 -0.58 1.72
C -2.81 -0.17 1.57
C -3.99 -0.86 2.06
C -5.24 -0.40 1.81
C -5.48 0.79 1.07
C -4.41 1.50 0.62
C -3.09 1.05 0.87
N -1.99 1.80 0.46
N -2.19 3.01 0.22
C -1.04 3.66 -0.35
C -1.01 5.04 -0.21
C 0.03 5.74 -0.80
C 0.96 5.04 -1.55
C 0.85 3.66 -1.64
N -0.14 2.98 -1.04
H 0.03 -4.12 5.33
H -1.64 -2.38 5.94
H -2.39 -0.74 4.27
H 0.17 -2.52 1.36
H 0.93 -4.17 3.01
H -3.84 -1.79 2.59
H -6.09 -0.98 2.16
H -6.49 1.11 0.85
H -4.53 2.41 0.05
H -1.79 5.53 0.36
H 0.09 6.82 -0.70
H 1.78 5.54 -2.05
H 1.56 3.07 -2.19
I 3.08 -4.07 -1.51
C 1.02 -4.24 -1.48
C 0.43 -5.48 -1.81
C -0.92 -5.65 -1.80
I -1.70 -7.52 -2.28
C -1.78 -4.55 -1.47
C -3.19 -4.60 -1.47
C -3.91 -3.48 -1.18
C -3.22 -2.28 -0.89
N -1.92 -2.21 -0.86
C -1.18 -3.32 -1.14
C 0.26 -3.15 -1.11
O 0.74 -2.00 -0.76
H 1.07 -6.31 -2.08
H -3.69 -5.53 -1.70
H -4.99 -3.49 -1.19
H -3.77 -1.37 -0.70
I 2.06 0.51 1.87
C 3.54 1.30 0.65
C 4.66 1.76 1.28
C 5.73 2.28 0.52
C 5.65 2.29 -0.84
C 4.50 1.80 -1.51
C 4.44 1.79 -2.93
C 3.35 1.28 -3.57
C 2.24 0.82 -2.81
C 2.20 0.84 -1.43
C 3.39 1.31 -0.78
H 4.73 1.73 2.36
H 6.62 2.65 1.02
H 6.47 2.67 -1.44
H 5.29 2.16 -3.49
H 3.31 1.24 -4.65
H 1.38 0.45 -3.38
F -1.31 -1.11 -3.54
B -1.26 0.11 -2.91
F -1.73 1.08 -3.74
```

F_max, eV Å⁻¹: 2.4
Molar mass, g mol⁻¹: 1110.04
Relative energy (zero: lowest compared OMol25 entry of this formula, charge and spin), eV: 3.507
Frontier orbital gap, eV: 5.96
E_tot, eV: -78482.234
E_LUMO, eV: 1.5
Net charge: -1

Atom charges from the Mulliken analysis, given in e for atoms 1 to 6:
1 La 1.48
2 C -0.51
3 C -0.58
4 C -0.41
5 C -0.49
6 C 0.03

> What is the formula in the first record?

C12H26BOPd

> Which of these has the lowest E_LUMO?

C12H26BOPd

> E_LUMO of number 1 (C12H26BOPd)?

-7.2 eV